# 1
8 unconnected molecules or ions with the total composition C16H32O32S8, computed with ωB97M-V/def2-TZVPD.

The geometry in XYZ format:
```
88
C16H32O32S8 ωB97M-V/def2-TZVPD
S -2.10875 -2.46777 5.72968
S -5.00612 1.88270 3.64644
S 3.36166 -1.30370 -5.36960
S 0.06232 0.08926 0.53897
S -0.47743 2.67506 -3.38241
S -2.06168 -2.73979 -5.05016
S -0.32599 2.72856 4.99722
S 4.17806 -1.05248 3.64568
O -0.55990 -2.52442 -5.68659
O 0.97805 -0.01612 -0.84008
O 4.65159 -1.84526 -4.82345
O -4.35859 0.49683 3.17222
O -0.01582 1.40988 1.09517
O -1.31940 -1.72601 4.55687
O -0.29510 1.18343 -4.09260
O -2.33317 -3.99177 -6.17371
O -3.07345 -1.71525 -5.34267
O -0.24301 1.61523 4.04918
O 4.41214 -2.44184 3.28099
O 0.82755 3.07584 -2.88181
O -1.87752 2.70747 5.67235
O -3.70360 2.77706 3.05606
O -6.19404 2.24980 2.84644
O 2.97702 0.36474 -4.95243
O 5.17330 -0.07994 2.72191
O -3.54112 -2.11250 5.82503
O -1.76945 -3.86697 5.74767
O -5.00470 2.00457 5.11588
O 2.23337 -2.13002 -5.00025
O 0.51180 -1.06821 1.39020
O -1.98950 -3.22108 -3.65828
O 0.33874 2.31231 6.47424
O -1.22889 -1.79684 6.85181
O 4.21848 -0.77836 5.05144
O -0.88476 3.40725 -4.73130
O -1.32334 -0.36183 -0.35525
O -1.60570 2.62658 -2.48560
O 0.00538 4.11056 4.64006
O 3.28987 -1.00654 -6.97428
O 2.85800 -0.35221 2.96762
C -1.03033 -1.20319 -1.46332
C 0.57277 -1.02768 -1.64620
C 3.25413 0.93875 2.29673
C -2.84371 1.94750 2.24238
C -0.68107 2.02126 7.40509
C 3.14556 1.23881 -6.08211
C 0.10382 -1.65161 4.88569
C -1.11321 2.40113 -5.79070
C -1.25318 -4.10512 -7.03580
C -2.02494 1.80003 6.70580
C 3.64159 0.41391 -7.28489
C -3.01816 0.55000 2.92087
C -1.09687 0.95627 -5.25739
C 0.01925 -3.61317 -6.47667
C 0.08869 -1.53752 6.34526
C 4.75343 1.24047 2.76952
H 3.16544 0.69737 1.23749
H 2.55204 1.70073 2.63519
H 2.12300 1.52512 -6.32811
H -2.07541 0.53981 -5.01835
H -0.99585 -5.12509 -7.32135
H 4.69419 0.60832 -7.49064
H 0.83498 -3.16646 -7.04512
H -1.68554 -0.99501 -2.30917
H 0.44617 -0.79136 4.31048
H -2.04404 2.62034 -6.31377
H -2.84533 2.18304 7.31273
H 0.88234 -2.07000 6.86937
H -0.65412 2.99074 7.90257
H -0.41381 1.31667 8.19263
H 1.12190 -1.90810 -1.31242
H 0.47147 -4.46362 -5.96643
H -2.65226 -0.29192 2.33318
H -2.17875 0.78389 6.34263
H 0.89792 -0.86957 -2.67449
H -1.27604 -2.20423 -1.10885
H 0.75667 -2.36120 4.37740
H 3.02790 0.74562 -8.12242
H -0.23896 2.58903 -6.41398
H 0.29030 -0.50770 6.64010
H 5.42158 1.79326 2.10915
H 3.66574 2.19140 -5.98164
H 4.93980 1.58199 3.78772
H -1.45001 -3.70117 -8.02887
H -2.64743 0.41627 3.93713
H -3.09236 1.81441 1.18949
H -1.91062 2.50387 2.33121
H -0.42458 0.36536 -5.87943
```

Values from the calculation:
Energy relative to the best compared isomer or geometry (same formula, charge and spin) in kcal per mole: 161.1
LUMO level in eV: -0.42
Energy in eV: -169298.9625
SMILES: O=S1(=O)OCCO1.O=S1(=O)OCCO1.O=S1(=O)OCCO1.O=S1(=O)OCCO1.O=S1(=O)OCCO1.O=S1(=O)OCCO1.O=S1(=O)OCCO1.O=S1(=O)OCCO1
Highest occupied orbital energy in Ha: -0.3860


# 2
A molecular structure, C4H7NO2S, computed with ωB97M-V/def2-TZVPD.

The geometry in XYZ format:
```
15
C4H7NO2S ωB97M-V/def2-TZVPD
S 1.09838 -0.29562 -0.45467
O 1.21817 -0.18612 -1.90400
O -2.39035 -1.28511 0.12762
N -0.90656 0.33976 -0.35153
C 0.01098 -1.75342 -0.16075
C -1.75295 1.41261 -0.53195
C -1.23574 -0.89969 -0.09958
C 2.62371 -0.36276 0.36867
H 0.32824 -2.39058 0.63973
H -1.55000 2.13612 -1.34797
H 2.38482 -0.28228 1.47640
H 0.01463 -2.37130 -1.07819
H -1.94962 2.04534 0.38959
H 3.31832 0.50883 0.10620
H -2.78024 1.03199 -0.82713
```

Values from the calculation:
Energy relative to the best compared isomer or geometry (same formula, charge and spin) in kcal per mole: 130.0
LUMO level in eV: -1.47
Energy in eV: -20677.1007
Highest occupied orbital energy in Ha: -0.3446


Across the entries above, max |F| takes the values 0.0935 0.0804 Eh/bohr, respectively.